Formula: C3H8N4
Source: the OMol25 dataset
Level of theory: ωB97M-V/def2-TZVPD

Calculated total energy (eV): -9194.4972
HOMO level (eV): -8.64
LUMO energy (Ha): 0.0043

Geometry as XYZ:
```
15
Properties=species:S:1:pos:R:3:lowdin_charge:R:1
C 0.41 2.05 -2.35 -0.217
C -0.12 -0.20 -1.29 -0.257
C -0.49 -0.58 0.76 -0.355
H 1.67 1.88 -2.28 0.116
H -0.12 2.74 -1.36 0.113
H -0.01 2.66 -3.40 0.105
H -0.59 -1.26 -1.31 0.110
H -0.98 -1.35 0.10 0.111
H 0.91 -0.19 2.40 0.277
H -0.77 -1.63 3.60 0.157
H 0.64 -2.38 2.83 0.089
N 0.00 0.62 -2.33 -0.096
N 0.05 0.31 0.04 0.055
N -0.27 -0.68 2.04 -0.148
N -0.33 -2.00 2.57 -0.060
```

Formula: C4H8
Source: the OMol25 dataset
Level of theory: ωB97M-V/def2-TZVPD

Structure (SMILES): C=CCC
Calculated total energy (eV): -4276.6717
HOMO level (eV): -9.62
LUMO energy (Ha): 0.0470

Geometry as XYZ:
```
12
Properties=species:S:1:pos:R:3:lowdin_charge:R:1
C -0.42 1.30 -0.76 -0.125
C 0.32 -0.01 -0.92 -0.269
C -0.02 -0.91 0.27 -0.199
C 0.20 -0.62 1.54 -0.020
H -0.23 1.77 0.20 0.067
H -1.50 1.12 -0.75 0.076
H -0.16 1.97 -1.58 0.069
H 0.07 -0.59 -1.80 0.097
H 1.38 0.26 -0.90 0.104
H -0.84 -1.59 0.05 0.094
H 0.82 0.23 1.81 0.057
H -0.39 -1.03 2.35 0.050
```

Formula: CH4Br2Si
Source: the OMol25 dataset
Level of theory: ωB97M-V/def2-TZVPD

Calculated total energy (eV): -149063.5588
HOMO level (eV): -8.59
LUMO energy (Ha): -0.0196

Geometry as XYZ:
```
8
Properties=species:S:1:pos:R:3:lowdin_charge:R:1
C -1.33 -0.47 0.68 -0.433
Si 1.52 -0.01 -1.50 0.169
Br -0.99 1.34 -0.03 0.493
Br 2.47 -0.01 0.51 0.082
H -2.31 -0.52 0.67 -0.051
H -0.71 -1.06 0.00 -0.033
H -0.85 -0.43 1.65 0.021
H 2.20 1.16 -1.99 -0.248
```

Formula: C48H122N17O11P3
Source: the OMol25 dataset
Level of theory: ωB97M-V/def2-TZVPD

Multiplicity: 2
Calculated total energy (eV): -127473.4553
HOMO level (alpha / beta) (eV): 0.13 / -5.94
Net charge: -1
LUMO energy (alpha / beta) (Ha): 0.0674 / 0.0670

Geometry as XYZ:
```
201
Properties=species:S:1:pos:R:3:lowdin_charge:R:1
C -9.13 -13.13 8.22 -0.334
O -8.88 -13.64 9.32 -0.037
N -9.98 -12.11 8.02 -0.157
C -10.24 -11.50 6.64 -0.109
C -10.92 -11.56 9.05 -0.015
H -8.66 -13.23 7.22 0.102
H -11.26 -11.67 6.30 0.064
H -9.59 -11.91 5.87 0.037
H -10.06 -10.43 6.59 0.059
H -11.00 -12.22 9.92 0.055
H -10.51 -10.56 9.18 0.088
H -11.87 -11.51 8.51 0.076
C -4.63 -17.42 10.32 -0.310
O -3.57 -17.96 9.99 -0.025
N -5.71 -17.38 9.45 -0.199
C -5.68 -17.64 8.01 -0.066
C -6.99 -16.79 9.78 -0.078
H -4.86 -17.04 11.33 0.135
H -4.83 -18.26 7.70 0.087
H -5.52 -16.72 7.44 0.071
H -6.61 -18.12 7.71 0.079
H -7.30 -16.17 8.93 0.082
H -7.63 -17.55 10.20 0.090
H -6.81 -16.05 10.56 0.074
C -0.69 -8.17 9.02 -0.340
O 0.53 -8.25 8.91 -0.025
N -1.55 -7.53 8.19 -0.185
C -1.09 -6.91 6.95 -0.054
C -3.00 -7.39 8.39 -0.039
H -1.24 -8.66 9.84 0.123
H -0.04 -7.09 6.71 0.084
H -1.18 -5.84 7.09 0.085
H -1.73 -7.28 6.15 0.071
H -3.47 -8.13 7.73 0.075
H -3.27 -7.69 9.40 0.054
H -3.29 -6.35 8.25 0.087
C -4.24 -7.11 3.46 -0.343
O -5.42 -6.95 3.79 -0.033
N -3.69 -8.34 3.23 -0.182
C -2.27 -8.57 3.03 -0.081
C -4.52 -9.55 3.33 -0.113
H -3.50 -6.29 3.45 0.128
H -1.92 -9.55 3.38 0.068
H -1.66 -7.92 3.66 0.068
H -2.05 -8.52 1.96 0.083
H -4.26 -10.47 2.81 0.057
H -4.84 -9.80 4.34 0.065
H -5.49 -9.27 2.91 0.058
C 0.35 -15.98 9.66 -0.317
O 0.35 -16.04 10.90 -0.017
N 1.39 -15.53 8.91 -0.176
C 1.31 -15.46 7.45 -0.049
C 2.51 -14.85 9.49 -0.057
H -0.43 -16.42 9.02 0.134
H 0.48 -16.03 7.02 0.087
H 2.26 -15.75 6.99 0.094
H 1.13 -14.44 7.11 0.043
H 3.47 -15.19 9.10 0.087
H 2.52 -13.81 9.18 0.089
H 2.51 -14.84 10.58 0.083
C -11.29 -10.81 12.98 -0.371
O -11.32 -9.62 12.99 0.016
N -10.20 -11.53 12.57 -0.164
C -10.35 -12.91 12.14 -0.090
C -8.80 -10.96 12.36 0.004
H -12.20 -11.43 13.06 0.129
H -11.40 -13.19 12.07 0.085
H -9.88 -13.57 12.88 0.086
H -9.84 -13.08 11.20 0.041
H -8.63 -9.90 12.51 0.062
H -8.19 -11.50 13.09 0.082
H -8.46 -11.16 11.35 0.069
C 1.01 -11.64 6.34 -0.385
O 2.02 -12.25 6.19 0.025
N -0.19 -12.21 6.21 -0.159
C -0.67 -13.43 5.61 -0.073
C -1.32 -11.27 6.47 -0.051
H 1.03 -10.60 6.69 0.137
H -1.34 -13.29 4.76 0.072
H -1.34 -13.96 6.30 0.077
H 0.13 -14.14 5.41 0.076
H -2.07 -11.76 7.09 0.058
H -1.06 -10.29 6.89 0.077
H -1.68 -11.05 5.47 0.072
O -5.06 -8.12 10.98 -0.288
P -6.03 -7.40 11.87 0.640
N -6.15 -7.93 13.54 -0.308
C -5.63 -9.25 13.84 -0.112
C -6.83 -7.28 14.65 -0.128
N -7.60 -7.47 11.25 -0.311
C -8.64 -6.89 12.08 -0.121
C -7.91 -7.93 9.94 -0.114
N -5.54 -5.75 12.07 -0.311
C -4.26 -5.53 12.88 -0.077
C -5.69 -4.75 11.01 -0.121
H -5.10 -9.55 12.93 0.063
H -6.47 -9.90 14.06 0.070
H -4.91 -9.30 14.66 0.073
H -7.25 -6.33 14.34 0.073
H -6.16 -7.24 15.51 0.080
H -7.65 -7.95 14.89 0.075
H -8.50 -5.83 12.29 0.079
H -9.65 -6.97 11.68 0.087
H -8.73 -7.53 12.95 0.056
H -7.34 -7.36 9.21 0.074
H -7.58 -8.97 9.84 0.058
H -8.98 -7.79 9.77 0.082
H -3.95 -4.49 12.75 0.075
H -4.48 -5.71 13.93 0.059
H -3.50 -6.24 12.55 0.074
H -5.99 -3.87 11.56 0.082
H -6.46 -5.10 10.33 0.070
H -4.76 -4.68 10.44 0.078
O -7.04 -17.80 5.01 -0.292
P -7.62 -17.06 3.89 0.637
N -9.26 -17.53 3.63 -0.316
C -10.04 -17.85 4.81 -0.143
C -10.00 -17.28 2.39 -0.121
N -6.74 -17.34 2.38 -0.287
C -6.21 -18.67 2.10 -0.135
C -6.69 -16.35 1.26 -0.142
N -7.72 -15.30 3.93 -0.293
C -6.50 -14.51 4.11 -0.176
C -8.75 -14.66 4.76 -0.156
H -9.51 -18.65 5.33 0.072
H -10.94 -18.39 4.54 0.081
H -10.18 -17.00 5.47 0.067
H -10.85 -16.64 2.63 0.073
H -10.41 -18.15 1.89 0.070
H -9.35 -16.87 1.61 0.050
H -5.17 -18.81 2.41 0.074
H -6.88 -19.42 2.51 0.073
H -6.18 -18.88 1.03 0.067
H -6.02 -15.53 1.49 0.045
H -6.13 -16.80 0.44 0.068
H -7.67 -16.01 0.93 0.055
H -6.26 -14.34 5.16 0.069
H -5.70 -14.98 3.54 0.044
H -6.58 -13.61 3.50 0.047
H -8.58 -14.91 5.81 0.065
H -9.73 -15.00 4.44 0.063
H -8.62 -13.58 4.65 0.045
O -1.42 -15.10 15.33 -0.355
P -0.75 -13.72 15.64 0.743
N 0.08 -12.90 14.32 -0.292
C 0.32 -11.46 14.10 -0.130
C 0.64 -13.62 13.16 -0.125
N 0.53 -13.81 16.84 -0.335
C 0.96 -15.07 17.39 -0.133
C 1.34 -12.66 17.15 -0.131
N -1.92 -12.55 16.24 -0.297
C -2.59 -13.03 17.47 -0.141
C -2.90 -11.96 15.29 -0.122
H 0.02 -11.18 13.09 0.070
H 1.40 -11.44 14.22 0.073
H -0.02 -10.73 14.83 0.074
H 0.42 -13.16 12.20 0.055
H 0.25 -14.63 13.01 0.065
H 1.72 -13.74 13.20 0.078
H 1.02 -14.94 18.47 0.076
H 0.20 -15.81 17.14 0.070
H 1.90 -15.40 16.96 0.081
H 2.17 -12.57 16.44 0.070
H 0.77 -11.73 17.04 0.070
H 1.84 -12.82 18.10 0.077
H -1.94 -12.96 18.34 0.075
H -3.43 -12.37 17.69 0.066
H -3.17 -13.95 17.34 0.079
H -3.50 -11.16 15.73 0.073
H -3.42 -12.75 14.74 0.080
H -2.42 -11.47 14.44 0.043
C -5.03 -10.52 7.71 -0.015
C -4.79 -11.60 8.82 -0.443
C -4.84 -13.02 8.13 -0.111
C -4.46 -14.14 9.11 -0.175
C -3.05 -14.00 9.53 -0.131
C -2.71 -12.62 10.17 -0.415
N -3.44 -11.47 9.47 -0.112
O -3.28 -10.24 10.07 -0.033
C -2.95 -12.72 11.70 -0.032
C -1.23 -12.24 10.03 -0.033
C -5.87 -11.49 9.93 -0.029
H -5.17 -9.56 8.21 0.060
H -5.98 -10.80 7.24 0.063
H -4.22 -10.50 6.99 0.065
H -5.80 -13.04 7.62 0.095
H -4.13 -12.92 7.30 0.100
H -4.51 -15.06 8.53 0.099
H -5.15 -14.09 9.95 0.107
H -2.34 -14.17 8.72 0.108
H -2.85 -14.87 10.16 0.118
H -3.93 -13.16 11.88 0.070
H -2.40 -13.54 12.16 0.083
H -2.78 -11.81 12.27 0.064
H -0.55 -13.09 10.13 0.066
H -0.98 -12.02 8.99 0.060
H -0.85 -11.43 10.65 0.077
H -5.69 -12.22 10.72 0.074
H -6.84 -11.79 9.53 0.066
H -6.04 -10.50 10.34 0.047
H -4.11 -10.12 10.53 0.037
```

Formula: C3H11NO2
Source: the OMol25 dataset
Level of theory: ωB97M-V/def2-TZVPD

Structure (SMILES): C=CNC.O.O
Calculated total energy (eV): -8873.3736
HOMO level (eV): -8.73
LUMO energy (Ha): 0.0257

Geometry as XYZ:
```
17
Properties=species:S:1:pos:R:3:lowdin_charge:R:1
C -2.43 0.09 -1.47 -0.008
C -1.20 0.39 -1.15 -0.276
N -0.87 0.96 0.13 -0.101
C 0.24 1.94 0.00 -0.115
H -3.32 0.35 -0.92 0.057
H -2.63 -0.33 -2.44 0.044
H -0.33 0.05 -1.71 0.114
H -1.68 1.53 0.34 0.095
H 0.38 2.29 -1.02 0.075
H 1.18 1.50 0.33 0.069
H 0.06 2.78 0.68 0.072
H 2.05 -1.71 2.35 0.042
H 3.51 -2.34 2.30 0.059
O 2.88 -1.74 1.87 -0.053
H 0.07 -1.46 0.20 0.005
H 1.42 -2.13 0.57 -0.016
O 0.68 -2.16 -0.05 -0.065
```